1.
{"formula": "C28H54B2FN3O17P2S", "method": "ωB97M-V/def2-TZVPD", "total_charge": 0, "homo_energy_ev": -8.79, "homo_lumo_gap_ev": 7.14, "e_above_lowest_ev": 11.148, "total_energy_ev": -102667.806, "symbols": ["N", "C", "C", "O", "S", "O", "O", "C", "C", "C", "C", "O", "F", "B", "N", "O", "C", "C", "C", "C", "O", "N", "C", "C", "C", "C", "C", "C", "O", "B", "O", "O", "H", "H", "H", "H", "H", "H", "H", "H", "H", "H", "H", "H", "H", "H", "H", "H", "H", "H", "H", "H", "H", "H", "H", "H", "O", "P", "O", "C", "C", "O", "C", "C", "O", "C", "C", "H", "H", "H", "H", "H", "H", "H", "H", "H", "H", "H", "H", "H", "H", "H", "O", "P", "O", "C", "C", "O", "C", "C", "O", "C", "C", "H", "H", "H", "H", "H", "H", "H", "H", "H", "H", "H", "H", "H", "H", "H"], "positions_angstrom": [[7.2775, 0.9688, 4.7400], [7.8254, 0.1827, 3.6245], [8.5780, 1.0543, 2.4470], [9.4580, 1.8949, 3.2904], [10.8225, 2.4401, 2.4974], [11.6375, 1.2988, 1.8971], [10.1704, 3.4033, 1.2332], [9.0860, 4.1209, 1.9057], [7.6252, 3.4529, 1.7450], [6.8004, 3.8352, 3.0706], [6.7190, 5.4440, 3.3045], [7.6417, 6.1076, 3.8450], [5.5475, 6.2156, 2.9659], [6.9452, 4.2971, 0.4873], [5.4694, 4.6403, 0.4697], [7.6731, 4.7140, -0.6942], [7.6540, 1.8256, 1.4223], [6.1068, 1.2955, 1.5162], [5.9247, -0.2045, 0.8810], [4.6032, -0.9421, 1.3884], [4.6956, -2.2001, 1.5789], [3.2913, -0.3062, 1.6014], [2.7317, -0.6145, 2.9420], [1.1767, -0.7323, 3.1061], [0.4685, -1.0084, 4.4640], [1.3538, -1.1802, 5.7500], [2.9148, -1.1082, 5.6187], [3.5999, -0.8268, 4.2317], [7.9115, 1.8563, 0.0240], [8.7855, 1.0043, -0.6464], [8.2395, -0.1242, -1.4178], [10.2406, 1.1321, -0.7362], [6.4543, 1.5324, 4.5291], [7.9712, 1.4308, 5.3313], [7.1178, -0.6123, 3.2239], [8.6982, -0.4241, 4.0981], [9.3069, 0.2587, 2.0210], [9.3524, 4.4151, 2.9989], [9.0763, 5.1595, 1.3822], [5.7173, 3.4791, 3.1055], [7.4344, 3.4660, 3.9679], [5.1015, 4.5956, -0.4958], [4.9298, 3.9937, 1.0601], [7.0753, 4.5146, -1.4606], [5.4009, 1.9136, 0.8310], [5.6567, 1.4002, 2.5589], [6.8592, -0.8164, 1.1123], [5.8773, -0.0440, -0.2651], [3.3941, 0.7224, 1.5647], [0.4958, -0.5970, 2.1833], [-0.6770, -1.0977, 4.5663], [0.9191, -1.3567, 6.7870], [3.6022, -1.2288, 6.5193], [4.7460, -0.7581, 4.1736], [8.5371, 0.0941, -2.3413], [10.5726, 0.2490, -0.4278], [-2.1467, 0.7220, -0.0164], [-3.0289, 1.2999, -1.1290], [-3.0156, -0.0394, -2.1126], [-3.3088, -1.3282, -1.5905], [-4.7460, -1.7113, -1.8875], [-1.8356, 2.1587, -1.8895], [-0.7598, 2.7070, -1.1390], [0.4625, 1.8170, -1.2667], [-4.0709, 2.0232, -2.2810], [-5.4685, 1.7970, -2.1859], [-6.0026, 1.9505, -0.7762], [-3.1210, -1.3917, -0.5170], [-2.6378, -2.0352, -2.0856], [-5.4344, -1.0976, -1.3013], [-4.9302, -2.7575, -1.6328], [-4.9846, -1.5554, -2.9433], [-1.0421, 2.8557, -0.0932], [-0.5371, 3.6956, -1.5522], [0.2446, 0.7848, -0.9869], [1.2776, 2.1839, -0.6376], [0.8055, 1.7937, -2.3053], [-5.7076, 0.8152, -2.5979], [-5.9538, 2.5353, -2.8317], [-5.5814, 1.1917, -0.1078], [-7.0899, 1.8458, -0.7658], [-5.7371, 2.9289, -0.3672], [-10.5506, -3.9096, -5.1773], [-9.9168, -4.1398, -3.8012], [-11.0903, -3.3226, -2.9537], [-12.4671, -3.6069, -3.1600], [-12.9931, -4.5254, -2.0733], [-8.8185, -2.9025, -3.8988], [-8.2484, -2.5537, -5.1544], [-8.9540, -1.3338, -5.7172], [-9.2100, -4.4392, -2.2688], [-9.6348, -5.5676, -1.5211], [-9.7256, -6.8325, -2.3506], [-12.6557, -4.0458, -4.1416], [-13.0016, -2.6543, -3.1160], [-12.5661, -5.5259, -2.1772], [-14.0800, -4.6173, -2.1344], [-12.7232, -4.1541, -1.0807], [-8.2808, -3.3957, -5.8510], [-7.1925, -2.3195, -4.9868], [-10.0337, -1.4814, -5.7767], [-8.5795, -1.0938, -6.7152], [-8.7912, -0.4700, -5.0657], [-10.5837, -5.3436, -1.0308], [-8.8979, -5.7168, -0.7259], [-10.4941, -6.7438, -3.1261], [-9.9786, -7.6869, -1.7186], [-8.7763, -7.0331, -2.8539]]}


2.
{"formula": "C28H54BGeN2P2Re", "method": "ωB97M-V/def2-TZVPD", "total_charge": 1, "homo_energy_ev": [-9.92, -10.55], "multiplicity": 4, "homo_lumo_gap_ev": [7.08, 7.00], "total_energy_ev": -110786.765, "symbols": ["Re", "C", "C", "C", "C", "P", "C", "N", "B", "N", "C", "P", "C", "C", "C", "C", "C", "C", "C", "C", "C", "C", "C", "C", "C", "C", "C", "C", "C", "C", "H", "H", "H", "H", "H", "H", "H", "H", "H", "H", "H", "H", "H", "H", "H", "H", "H", "H", "H", "H", "H", "H", "H", "H", "H", "H", "H", "H", "H", "H", "H", "H", "H", "H", "H", "H", "H", "H", "H", "H", "H", "H", "H", "H", "C", "Ge", "C", "C", "C", "H", "H", "H", "H", "H", "H", "H", "H", "H", "H"], "positions_angstrom": [[0.0875, -0.1932, 0.9030], [-2.7829, -2.9305, -1.3299], [-1.3386, -2.8937, -1.8377], [-1.1962, -1.7411, -2.8392], [-0.9830, -4.2072, -2.5295], [-0.2175, -2.4151, -0.3994], [1.5015, -2.4734, -1.1661], [1.8732, -1.1011, -1.4436], [1.5887, -0.0089, -0.5720], [1.8865, 1.1852, -1.2856], [1.4605, 2.5030, -0.8554], [-0.3467, 2.3573, -0.3204], [-1.3109, 2.9398, -1.8405], [-1.0421, 1.8890, -2.9236], [-2.8032, 2.9155, -1.4970], [-0.9050, 4.3110, -2.3778], [-0.6231, 3.5617, 1.1288], [-1.0506, 4.9786, 0.7535], [-1.7271, 2.8941, 1.9687], [0.6478, 3.6691, 1.9762], [2.3536, 0.8261, -2.5490], [2.7463, 1.6061, -3.6262], [3.0954, 0.9642, -4.8064], [3.0631, -0.4229, -4.9108], [2.6918, -1.2146, -3.8328], [2.3392, -0.5843, -2.6491], [-0.2808, -3.7215, 0.9730], [-0.5732, -5.1496, 0.5209], [-1.4031, -3.2442, 1.9088], [1.0489, -3.7210, 1.7402], [-3.4637, -3.0174, -2.1793], [-3.0384, -2.0124, -0.7945], [-2.9667, -3.7805, -0.6721], [-1.9030, -1.8834, -3.6596], [-0.1946, -1.6813, -3.2680], [-1.4256, -0.7845, -2.3665], [-1.6251, -4.3127, -3.4068], [-1.1474, -5.0761, -1.8982], [0.0479, -4.2280, -2.8834], [1.5243, -3.0711, -2.0737], [2.1923, -2.9171, -0.4516], [1.6053, 3.2375, -1.6425], [2.0355, 2.8080, 0.0163], [-1.2283, 0.8789, -2.5569], [-0.0195, 1.9339, -3.2938], [-1.7081, 2.0627, -3.7720], [-3.0968, 1.9503, -1.0764], [-3.3851, 3.0708, -2.4080], [-3.0816, 3.6988, -0.7926], [0.1486, 4.3480, -2.6551], [-1.1074, 5.1191, -1.6807], [-1.4820, 4.5047, -3.2852], [-1.9865, 5.0063, 0.1983], [-0.2787, 5.4859, 0.1743], [-1.1963, 5.5484, 1.6742], [-2.6575, 2.7838, 1.4077], [-1.9332, 3.4863, 2.8632], [-1.4019, 1.9009, 2.2977], [1.3968, 4.3044, 1.5013], [1.0749, 2.6885, 2.1768], [0.3917, 4.1254, 2.9351], [2.7848, 2.6866, -3.5647], [3.4022, 1.5538, -5.6600], [3.3384, -0.8934, -5.8451], [2.6868, -2.2934, -3.9274], [-1.5694, -5.2557, 0.0928], [-0.5215, -5.8060, 1.3930], [0.1670, -5.5024, -0.1978], [-2.3740, -3.2357, 1.4102], [-1.1990, -2.2337, 2.2826], [-1.4778, -3.9003, 2.7785], [1.8146, -4.2901, 1.2121], [0.8963, -4.2016, 2.7095], [1.4188, -2.7105, 1.9240], [2.2057, -1.2112, 5.1069], [0.8100, -0.0339, 4.3704], [-0.9646, -0.8063, 4.7567], [0.9059, 1.7487, 5.2024], [1.2200, 0.1595, 2.4294], [2.0780, -1.3061, 6.1855], [3.1960, -0.7994, 4.9120], [2.1528, -2.2061, 4.6645], [-1.1965, -0.6078, 5.8038], [-0.9626, -1.8858, 4.6138], [-1.7571, -0.3664, 4.1491], [0.9750, 1.6213, 6.2832], [0.0103, 2.3288, 4.9797], [1.7798, 2.3027, 4.8612], [2.2903, 0.3877, 2.3645]]}


3.
{"formula": "C28H54BN2NiO2P3S2", "method": "ωB97M-V/def2-TZVPD", "total_charge": -1, "homo_energy_ev": [-3.03, -4.00], "multiplicity": 4, "homo_lumo_gap_ev": [5.66, 6.62], "e_above_lowest_ev": 0.591, "total_energy_ev": -128249.260, "symbols": ["Ni", "C", "C", "C", "C", "P", "C", "N", "B", "N", "C", "P", "C", "C", "C", "C", "C", "C", "C", "C", "C", "C", "C", "C", "C", "C", "C", "C", "C", "C", "H", "H", "H", "H", "H", "H", "H", "H", "H", "H", "H", "H", "H", "H", "H", "H", "H", "H", "H", "H", "H", "H", "H", "H", "H", "H", "H", "H", "H", "H", "H", "H", "H", "H", "H", "H", "H", "H", "H", "H", "H", "H", "H", "H", "C", "C", "O", "P", "S", "S", "O", "C", "C", "H", "H", "H", "H", "H", "H", "H", "H", "H", "H"], "positions_angstrom": [[-0.1063, 0.0773, -0.1108], [0.8125, -0.4886, 5.4203], [-0.0327, -0.6442, 4.1565], [0.0137, -2.1040, 3.6744], [-1.4928, -0.2937, 4.4598], [0.5000, 0.3379, 2.6269], [2.3264, -0.1096, 2.6121], [2.7259, -0.3658, 1.2476], [1.8744, -0.2844, 0.0878], [2.7330, -0.6936, -0.9992], [2.3073, -0.8620, -2.3657], [0.5938, -0.1196, -2.5279], [1.0234, 1.5061, -3.4055], [2.0785, 2.1821, -2.5118], [-0.2168, 2.4045, -3.4326], [1.5656, 1.3660, -4.8259], [-0.1700, -1.3282, -3.7637], [-1.5428, -0.7599, -4.1411], [0.6415, -1.6581, -5.0172], [-0.3864, -2.6268, -2.9723], [3.9788, -1.0397, -0.5173], [5.1097, -1.5203, -1.1555], [6.2407, -1.7906, -0.3852], [6.2370, -1.5881, 0.9881], [5.1026, -1.1054, 1.6414], [3.9756, -0.8309, 0.8856], [0.5929, 2.1821, 3.0589], [1.3124, 2.8325, 1.8661], [1.3173, 2.5376, 4.3566], [-0.8338, 2.7426, 3.1042], [0.4961, -1.2353, 6.1570], [0.6904, 0.4957, 5.8724], [1.8761, -0.6447, 5.2317], [-0.4724, -2.7553, 4.4076], [1.0386, -2.4592, 3.5413], [-0.5089, -2.2056, 2.7195], [-1.9234, -1.0413, 5.1330], [-2.0816, -0.2867, 3.5378], [-1.5815, 0.6814, 4.9420], [2.4880, -1.0044, 3.2185], [2.9296, 0.6916, 3.0546], [2.2568, -1.9253, -2.6185], [3.0087, -0.3930, -3.0643], [1.8255, 2.0578, -1.4560], [2.1158, 3.2537, -2.7258], [3.0771, 1.7709, -2.6715], [-0.6218, 2.5399, -2.4329], [-1.0123, 1.9920, -4.0535], [0.0530, 3.3871, -3.8338], [2.3841, 0.6462, -4.8936], [1.9426, 2.3382, -5.1611], [0.7774, 1.0663, -5.5178], [-1.4497, 0.1164, -4.7865], [-2.0942, -0.4732, -3.2398], [-2.1281, -1.5122, -4.6786], [0.6927, -0.8227, -5.7138], [0.1578, -2.4929, -5.5347], [1.6599, -1.9704, -4.7769], [-0.8955, -2.4310, -2.0269], [0.5579, -3.1278, -2.7456], [-0.9997, -3.3140, -3.5635], [5.1144, -1.6915, -2.2255], [7.1362, -2.1637, -0.8675], [7.1290, -1.8103, 1.5613], [5.1049, -0.9576, 2.7146], [2.3656, 2.5466, 1.8098], [1.2506, 3.9218, 1.9468], [0.8234, 2.5366, 0.9357], [2.2683, 2.0125, 4.4670], [0.6977, 2.3112, 5.2256], [1.5283, 3.6126, 4.3740], [-1.3795, 2.4737, 2.1997], [-0.7960, 3.8355, 3.1607], [-1.3942, 2.3805, 3.9664], [-6.8361, 1.2007, 0.7291], [-5.5856, 0.7840, 1.4933], [-4.4230, 1.2822, 0.8888], [-3.2373, 0.1705, 0.3214], [-1.5966, -1.6116, 0.3028], [-1.9615, 1.5413, -0.4136], [-4.0908, -0.3842, -0.9860], [-4.6620, -1.6768, -0.9315], [-4.3965, -2.4068, -2.2356], [-7.7226, 0.9743, 1.3266], [-6.9047, 0.6743, -0.2240], [-6.8038, 2.2716, 0.5252], [-5.5592, -0.3145, 1.5602], [-5.6438, 1.1666, 2.5209], [-5.7440, -1.5855, -0.7663], [-4.2331, -2.2456, -0.0990], [-4.6975, -1.7822, -3.0784], [-4.9606, -3.3420, -2.2617], [-3.3306, -2.6217, -2.3159]]}


4.
{"formula": "C28H54Ba2F6N2O28P4", "method": "ωB97M-V/def2-TZVPD", "total_charge": 2, "homo_energy_ev": -8.87, "homo_lumo_gap_ev": 1.59, "e_above_lowest_ev": 2.308, "total_energy_ev": -145046.238, "symbols": ["Ba", "Ba", "C", "C", "C", "O", "C", "C", "C", "O", "O", "O", "H", "H", "C", "N", "O", "O", "H", "H", "H", "C", "N", "O", "O", "H", "H", "H", "C", "O", "P", "O", "O", "C", "O", "C", "H", "H", "H", "H", "H", "H", "H", "H", "H", "C", "O", "P", "O", "O", "C", "O", "C", "H", "H", "H", "H", "H", "H", "H", "H", "H", "C", "O", "P", "O", "O", "C", "O", "C", "H", "H", "H", "H", "H", "H", "H", "H", "H", "C", "O", "P", "O", "O", "C", "O", "C", "H", "H", "H", "H", "H", "H", "H", "H", "H", "C", "C", "O", "C", "O", "C", "F", "F", "F", "H", "H", "H", "H", "H", "C", "C", "O", "C", "O", "C", "F", "F", "F", "H", "H", "H", "H", "H"], "positions_angstrom": [[-1.5489, -4.5535, -3.6517], [-0.4083, 5.8945, 6.9306], [-1.0749, 1.7649, 0.5678], [-0.7905, 0.5256, 0.1256], [-0.1509, -0.4580, 1.0513], [0.1227, -1.6830, 0.6927], [0.2892, -0.0994, 2.2996], [0.0737, 1.2032, 2.8196], [-0.7670, 2.2158, 1.8757], [-1.1513, 3.2849, 2.3312], [0.3160, 1.5938, 3.9979], [-1.2037, 0.3120, -1.0672], [-1.6432, 2.4889, 0.0028], [0.7453, -0.9110, 2.8470], [0.6968, 6.2269, -3.6543], [1.4666, 7.2504, -4.4579], [2.5700, 7.5547, -4.0877], [0.9306, 7.7013, -5.4534], [-0.3258, 6.5790, -3.5188], [1.1640, 6.1079, -2.6767], [0.4378, 5.3667, -4.2717], [5.8265, -5.0967, 3.0598], [6.3589, -6.3333, 3.7050], [5.8034, -6.8525, 4.6299], [7.3654, -6.8618, 3.1772], [6.5839, -4.3412, 2.8507], [5.1998, -4.7208, 3.8685], [5.0724, -5.2664, 2.2913], [-0.3122, 13.3298, 2.7267], [-1.0691, 12.3675, 1.9756], [-0.4308, 10.8596, 1.9869], [-0.9257, 10.0372, 3.1096], [-0.7536, 10.3425, 0.5122], [-2.0847, 9.8958, 0.2258], [1.1781, 11.1410, 1.9855], [1.8375, 11.7179, 0.8001], [-0.8541, 14.1986, 3.1003], [0.4147, 13.7541, 2.0341], [0.3476, 12.8267, 3.4336], [-2.8058, 10.4177, 0.8549], [-2.1215, 8.8292, 0.4474], [-2.3551, 10.0688, -0.8158], [1.9547, 12.7979, 0.7109], [1.3782, 11.5429, -0.1728], [2.7813, 11.1742, 0.7583], [1.2296, -12.2474, -2.6468], [0.8716, -11.7662, -1.3602], [1.3953, -10.3273, -0.8420], [1.0077, -9.1678, -1.6752], [0.7721, -10.2242, 0.5744], [1.0436, -9.2070, 1.5015], [2.9899, -10.4486, -0.5695], [3.5333, -11.3838, 0.3358], [0.8016, -11.7287, -3.5045], [1.0114, -13.3046, -2.7982], [2.2725, -12.0207, -2.8683], [0.2598, -8.4542, 1.4177], [2.0150, -8.7369, 1.3485], [1.0244, -9.7432, 2.4503], [4.0952, -12.1646, -0.1767], [2.9107, -11.8077, 1.1237], [4.2843, -10.7489, 0.8061], [-5.1089, -4.1323, 2.6926], [-6.0559, -3.1872, 2.1160], [-6.5889, -3.5436, 0.5687], [-5.5025, -4.0082, -0.3176], [-7.7764, -4.5663, 0.9131], [-8.4762, -5.2819, -0.0978], [-7.2507, -2.1874, 0.0251], [-6.6331, -0.8714, 0.2307], [-5.1822, -5.0981, 2.1926], [-5.2896, -4.3679, 3.7413], [-4.0802, -3.7734, 2.6590], [-8.0221, -6.2712, -0.1542], [-8.4427, -4.8136, -1.0815], [-9.5220, -5.3292, 0.2057], [-7.2688, -0.0705, 0.6083], [-6.3232, -0.4731, -0.7354], [-5.6786, -0.9628, 0.7491], [2.9845, 0.7716, -6.3064], [4.1714, -0.0548, -6.3085], [4.4485, -1.0069, -5.0983], [3.4216, -2.1174, -5.0126], [5.9700, -1.3295, -5.4292], [6.4312, -2.4549, -5.9888], [4.5965, -0.0600, -3.8133], [5.2649, -0.5066, -2.5646], [2.3907, 0.7916, -7.2201], [3.2607, 1.8221, -6.2145], [2.3438, 0.5352, -5.4569], [6.9321, -3.1535, -5.3187], [7.3363, -2.1835, -6.5321], [5.8458, -2.9568, -6.7592], [4.5868, -0.2475, -1.7515], [6.2721, -0.1771, -2.3095], [5.1400, -1.5837, -2.6761], [-6.0032, 3.8540, -6.2203], [-6.3823, 3.3270, -7.6170], [-7.2448, 4.2290, -8.2616], [-8.5519, 4.0635, -8.0829], [-9.0141, 3.1880, -7.4281], [-9.3678, 5.1257, -8.8640], [-9.9140, 4.5613, -9.9937], [-10.3954, 5.6357, -8.2108], [-8.5415, 6.2214, -9.2178], [-6.7648, 3.6108, -5.4794], [-5.8076, 4.9240, -6.1495], [-5.0932, 3.3195, -5.9475], [-6.6545, 2.2721, -7.5812], [-5.4784, 3.4759, -8.2076], [3.1079, -0.9027, 11.4220], [3.7426, -0.1386, 10.2165], [5.1644, -0.3803, 10.0014], [5.5423, -1.5512, 9.5629], [4.7597, -2.2481, 8.8451], [7.0118, -1.9117, 9.9021], [7.6062, -1.1060, 10.8199], [7.0008, -3.1278, 10.5316], [7.7184, -2.0422, 8.8258], [3.6503, -1.7381, 11.8648], [2.2736, -1.3997, 10.9270], [2.8049, -0.0985, 12.0925], [3.7479, 0.9431, 10.3507], [3.2317, 0.0311, 9.2688]]}